Entry 1:
6 unconnected molecules or ions with the total composition C26H50BN3O9P, computed with ωB97M-V/def2-TZVPD.

LUMO level = -4.88 eV

```
! wB97M-V def2-TZVPD RIJCOSX def2/J DEFGRID3
* xyz 1 1
C 1.3079 -1.9461 7.0056
C 0.9395 -2.5320 5.8274
C 1.3044 -1.9235 4.5223
N 2.3225 -2.5585 3.9648
N 2.7343 -2.0947 2.8087
C 2.2717 -1.0499 2.1575
C 1.1922 -0.3342 2.6905
B 0.6066 0.9487 1.8942
N -0.6517 0.8726 1.2045
O 1.3470 2.0902 1.9425
C 0.6856 -0.7998 3.8919
P -0.7591 0.0202 4.6503
O -0.9609 -0.3154 6.0594
O -0.5885 1.5757 4.4057
O -1.9994 -0.3749 3.7378
H 2.0325 -2.4499 7.6434
H 0.8577 -1.0193 7.3562
H 0.4026 -3.4804 5.8021
H 3.4992 -2.6188 2.3932
H 2.7291 -0.7830 1.2113
H -0.5169 0.6849 0.2146
H -1.1600 1.7474 1.2969
H 2.2705 1.9448 2.1771
H -0.7590 2.0180 5.2533
H -1.9063 -1.2864 3.4264
C -0.3815 -1.4550 -2.7091
C 1.0068 -1.6033 -3.3311
C 1.8875 -0.9043 -2.3072
O 1.2446 -1.0944 -1.0289
C -0.0819 -1.6137 -1.2294
H -1.1047 -2.1848 -3.0663
H -0.7795 -0.4559 -2.8976
H 1.2729 -2.6602 -3.4014
H 1.0926 -1.1647 -4.3236
H 1.9467 0.1684 -2.5001
H 2.8991 -1.3004 -2.2689
H -0.0908 -2.6692 -0.9319
H -0.7880 -1.0726 -0.6017
C 4.8592 1.5003 -5.2833
C 6.1741 0.7814 -4.9909
C 5.9963 0.3860 -3.5324
O 4.5914 0.1751 -3.3347
C 3.8731 0.6781 -4.4716
H 4.6022 1.5437 -6.3362
H 4.9008 2.5232 -4.9016
H 6.2569 -0.1113 -5.6146
H 7.0575 1.3950 -5.1575
H 6.3230 1.1877 -2.8616
H 6.5342 -0.5258 -3.2695
H 3.5023 -0.1759 -5.0510
H 3.0177 1.2621 -4.1276
C -5.3068 -0.2900 -0.2860
C -4.8593 -1.6935 -0.6905
C -3.7111 -1.3869 -1.6410
O -3.1221 -0.1619 -1.1895
C -3.9778 0.4509 -0.2175
H -5.8560 -0.2570 0.6532
H -5.9387 0.1394 -1.0655
H -4.4917 -2.2345 0.1850
H -5.6424 -2.2904 -1.1536
H -4.0717 -1.2405 -2.6640
H -2.9513 -2.1691 -1.6510
H -3.5136 0.3429 0.7697
H -4.0709 1.5139 -0.4426
C -5.3723 -0.4150 8.3583
C -4.0162 -0.6372 7.6907
C -3.0789 0.0688 8.6605
O -3.6665 -0.0503 9.9540
C -5.0103 -0.5227 9.8344
H -6.1351 -1.1313 8.0573
H -5.7391 0.5887 8.1325
H -3.7855 -1.7045 7.6562
H -3.9510 -0.2428 6.6778
H -2.9888 1.1350 8.4192
H -2.0797 -0.3666 8.6758
H -5.0444 -1.5630 10.1752
H -5.6588 0.0721 10.4775
C 0.5848 2.5154 -8.0386
C 1.3438 3.3156 -9.0944
C 2.7177 3.4489 -8.4522
O 2.9064 2.2744 -7.6542
C 1.6674 1.5729 -7.5301
H -0.2851 1.9880 -8.4264
H 0.2525 3.1775 -7.2359
H 1.4138 2.7404 -10.0197
H 0.8917 4.2781 -9.3263
H 2.7667 4.3246 -7.7966
H 3.5239 3.5185 -9.1822
H 1.7202 0.6645 -8.1398
H 1.5225 1.2816 -6.4873
*
```



Entry 2:
2 unconnected molecules or ions with the total composition C26H50IN3O4, computed with ωB97M-V/def2-TZVPD.

LUMO level = -1.11 eV

```
! wB97M-V def2-TZVPD RIJCOSX def2/J DEFGRID3
* xyz 0 1
C 2.6927 5.2241 1.1606
C 2.3737 5.1322 -0.4682
O 3.0424 4.1579 -1.1324
O 1.4785 6.0412 -1.2007
C 0.3305 5.2880 -1.8037
C -0.9927 5.7025 -0.9310
C -2.3288 4.7982 -1.2064
N -2.0774 3.3363 -1.4960
C -3.4505 2.7347 -1.8583
C -4.1984 1.9949 -0.6037
C -3.8024 2.5610 0.8821
C -2.1712 2.4767 1.0219
I -1.3695 3.8741 2.5669
C -1.3539 2.5756 -0.4088
C -0.9495 1.0238 -0.8120
C -0.1911 0.8710 -2.2558
C 1.0112 -0.2559 -2.2792
C 2.2179 0.0675 -1.1726
N 3.5602 -0.3804 -1.7398
C 4.2179 0.7059 -2.5631
C 4.4552 -0.6185 -0.5207
C 4.3734 0.4018 0.7965
O 5.3303 -1.6450 -0.5621
H 2.7798 6.3533 1.5187
H 1.9104 4.6444 1.8154
H 3.7469 4.7125 1.3513
H 0.2716 5.6887 -2.9263
H 0.5321 4.1381 -1.8830
H -1.2702 6.8161 -1.2598
H -0.7651 5.7881 0.2365
H -3.0600 4.9847 -0.2901
H -2.8796 5.2516 -2.1491
H -1.5341 3.3071 -2.4109
H -4.1477 3.4870 -2.4218
H -3.1944 1.8768 -2.6482
H -5.3817 2.0949 -0.7226
H -3.9874 0.8207 -0.5783
H -4.2285 3.6692 1.0040
H -4.3751 1.9281 1.7138
H -1.9341 1.3957 1.4696
H -0.3198 3.1112 -0.1476
H -1.8795 0.3049 -0.8007
H -0.2239 0.6347 0.0514
H 0.1700 1.9119 -2.7119
H -1.0143 0.4802 -3.0264
H 0.5912 -1.3624 -2.1436
H 1.5243 -0.1576 -3.3526
H 2.2459 1.2268 -0.9923
H 1.9295 -0.5303 -0.1878
H 5.1846 1.0869 -1.9974
H 3.5242 1.6430 -2.7218
H 4.6122 0.2573 -3.5943
H 3.3924 0.1398 1.4104
H 4.2596 1.5344 0.4677
H 5.2904 0.2877 1.5180
C 1.7388 -3.8098 1.7390
C 0.6594 -4.4526 0.8403
C 0.4802 -5.9447 1.2244
C -0.2021 -6.1949 2.5651
C -1.1612 -5.0869 2.9822
C -1.7063 -4.2235 1.8159
N -0.5579 -3.6569 1.0863
O -0.9316 -2.8428 0.0273
C -2.5076 -3.0650 2.4696
C -2.6851 -5.0610 0.9616
C 1.2109 -4.4543 -0.6148
H 1.9131 -2.7649 1.4625
H 2.6975 -4.3356 1.6499
H 1.4562 -3.8244 2.7956
H -0.1026 -6.4514 0.4453
H 1.4543 -6.4564 1.2281
H -0.7394 -7.1501 2.5123
H 0.5544 -6.3215 3.3484
H -1.9871 -5.5276 3.5560
H -0.6350 -4.4362 3.6927
H -1.8490 -2.4102 3.0531
H -3.2730 -3.4531 3.1534
H -3.0238 -2.4473 1.7252
H -3.5104 -5.4369 1.5807
H -2.2125 -5.9315 0.4972
H -3.1374 -4.4672 0.1602
H 2.1450 -5.0280 -0.6768
H 1.4425 -3.4450 -0.9717
H 0.5011 -4.9138 -1.3129
*
```



Number 1: energy -2228.063794 Eh. Number 2: energy -1783.043801 Eh.